Entry 1:
# C4H6N4

An isolated molecule of C4H6N4 in a non-equilibrium geometry (ωB97M-V with the def2-TZVPD basis set, the Open Molecules 2025 dataset).

Structure (ORCA input):
```
! wB97M-V def2-TZVPD RIJCOSX def2/J DEFGRID3
* xyz 0 1
C 1.14998 -0.47136 -0.10745
C -1.16123 -0.59569 -0.19287
C -0.44630 1.59855 0.46582
C 0.57987 0.94472 -0.41309
H 2.98079 -0.17441 -0.20703
H 0.21324 -2.15018 0.41151
H -2.31567 -2.04279 0.13521
H -0.58516 1.18962 1.46967
H -0.70712 2.64737 0.31307
H 1.09652 1.58254 -1.11320
N 2.33759 -0.93503 -0.04108
N 0.03320 -1.22108 0.05880
N -2.32930 -1.07136 -0.16280
N -0.84641 0.69910 -0.61656
*
```

Properties
Molecular weight: 110.12 g/mol
LUMO: 0.9 eV
DFT total energy: -10204.388 eV
SMILES: [H]/N=C1/N/C(=N\[H])N2C[C@@H]12

***

Entry 2:
# C4H6N4

A structure of composition C4H6N4 in a non-equilibrium geometry (ωB97M-V with the def2-TZVPD basis set, the Open Molecules 2025 dataset).

Structure (ORCA input):
```
! wB97M-V def2-TZVPD RIJCOSX def2/J DEFGRID3
* xyz 0 1
C 0.05000 -0.97867 -0.23178
C -1.78851 0.40090 -0.05598
C -0.31712 0.55154 -0.17256
C 0.30402 1.63244 -0.14723
H 1.51698 0.53039 0.49269
H 3.01520 -0.70301 0.83051
H -1.09444 -2.52509 0.85393
H -2.48507 1.22792 -0.42592
H 1.17480 1.87121 -0.64052
H -0.51604 2.39252 0.26294
N 2.26744 -0.40955 -0.13489
N 1.24480 -1.53102 -0.34551
N -1.16468 -1.69188 -0.17793
N -2.20738 -0.76767 -0.10775
*
```

Properties
Molecular weight: 110.12 g/mol
LUMO: -0.3 eV
DFT total energy: -10197.611 eV

***

Entry 3:
# C4H6N4

A cluster of 2 separate species, C4H6N4 in total in a non-equilibrium geometry (ωB97M-V with the def2-TZVPD basis set, the Open Molecules 2025 dataset).

Structure (ORCA input):
```
! wB97M-V def2-TZVPD RIJCOSX def2/J DEFGRID3
* xyz 0 1
C 1.18408 0.24181 1.59875
C 0.46328 0.53701 0.31509
N 1.16589 1.21533 -0.61795
C -1.69494 -1.27028 -2.39578
N -0.75329 0.23231 0.04829
N -1.45256 -2.34057 -2.07359
C -1.59350 -0.39752 0.81244
N -2.43347 -0.94654 1.37433
H 0.78976 1.30378 -1.54394
H 2.18432 1.26469 -0.53217
H -1.98977 -0.30912 -2.71040
H 1.83786 -0.63509 1.45397
H 1.81080 1.10187 1.89012
H 0.48154 0.00234 2.38083
*
```

Properties
Molecular weight: 110.12 g/mol
LUMO: 0.5 eV
DFT total energy: -10204.576 eV
SMILES: C/C(N)=N\C#N.C#N

***

Entry 4:
# C4H6N4O2

A structure of composition C4H6N4O2 in a non-equilibrium geometry (ωB97M-V with the def2-TZVPD basis set, the Open Molecules 2025 dataset).

Structure (ORCA input):
```
! wB97M-V def2-TZVPD RIJCOSX def2/J DEFGRID3
* xyz 2 1
C -1.59050 1.30461 0.13310
C -3.41107 -0.24606 0.78310
C -0.42210 1.07567 -0.46023
C 1.27746 2.30887 -1.76097
N -2.53216 0.42066 0.46471
N 1.13981 0.72695 -1.90209
N 0.36984 0.19316 -1.05242
N 1.34912 -0.64553 0.32991
O 2.09096 2.83788 -2.40367
O 0.38248 2.63984 -0.92531
H -1.83152 2.35005 0.36162
H -4.24458 -0.85806 1.07699
H 1.63565 0.19780 -2.61909
H 1.49347 -0.06664 1.15823
H 2.25784 -0.88402 -0.07304
H 0.85777 -1.50713 0.56997
*
```

Properties
Molecular weight: 142.12 g/mol
LUMO: -10.9 eV
DFT total energy: -14276.251 eV

***

Entry 5:
# C4H6N5

A cluster of 2 separate species, C4H6N5 in total in a non-equilibrium geometry (ωB97M-V with the def2-TZVPD basis set, the Open Molecules 2025 dataset).

Structure (ORCA input):
```
! wB97M-V def2-TZVPD RIJCOSX def2/J DEFGRID3
* xyz -1 1
C 2.94105 -0.85042 0.70001
C -0.91365 0.84283 0.43405
C -1.53624 -0.55428 0.79756
C -0.19315 -0.02671 -0.66682
N 4.15397 -0.53142 0.34122
N 2.03694 0.04814 0.16276
N 3.99327 0.49986 -0.46602
N 2.75134 0.86609 -0.61403
N -0.78001 -1.13188 -0.34283
H -1.71222 1.47699 -0.12460
H -0.50232 1.40922 1.22722
H -1.06944 -1.04405 1.76796
H -2.63717 -0.46161 0.88145
H 0.35815 0.25532 -1.56287
H 2.69028 -1.54404 1.51058
*
```

Properties
Molecular weight: 124.13 g/mol
LUMO: 3.9 eV
DFT total energy: -11693.532 eV

***

Entry 6:
# C4H6N5OS

The ion C4H6N5OS with charge +1 in a non-equilibrium geometry (ωB97M-V with the def2-TZVPD basis set, the Open Molecules 2025 dataset).

Structure (ORCA input):
```
! wB97M-V def2-TZVPD RIJCOSX def2/J DEFGRID3
* xyz 1 1
C -1.63575 -0.63974 -0.86055
C -0.69103 0.25273 -0.70014
C 0.40587 1.06304 -0.13982
C -2.30368 -1.63825 0.00520
N 2.47146 0.76274 1.07313
N 3.49695 0.02144 1.24443
N 2.13485 -0.69891 -0.56135
N 1.73740 0.36560 0.06654
N 0.23435 2.11700 0.69343
O 0.02385 1.11392 -1.51216
S 3.53664 -1.20105 0.16132
H -1.79833 -0.80577 -1.92823
H -3.05961 -2.25599 -0.55415
H -2.87819 -1.33553 0.86902
H -1.55478 -2.22357 0.50356
H -0.53319 1.99525 1.38841
H 0.41319 3.10708 0.25138
*
```

Properties
Molecular weight: 172.19 g/mol
LUMO: -6.4 eV
DFT total energy: -24565.839 eV

***

Entry 7:
# C4H6NO

A cluster of 2 separate species, C4H6NO in total in a non-equilibrium geometry (ωB97M-V with the def2-TZVPD basis set, the Open Molecules 2025 dataset).

Structure (ORCA input):
```
! wB97M-V def2-TZVPD RIJCOSX def2/J DEFGRID3
* xyz -1 1
C -1.08449 -0.17353 0.21133
C -1.96041 -1.19726 0.20843
C -0.67053 1.20923 0.13328
C 0.23823 0.12583 -0.42528
N 3.90368 -0.24385 0.72722
O 4.41106 -0.16011 -0.40012
H -1.76906 -2.11276 -0.17276
H -3.06874 -1.03375 0.53998
H -1.11937 1.77664 -0.56987
H -0.53009 1.75649 1.08991
H 1.27204 0.04407 0.09818
H 0.37768 0.00898 -1.44030
*
```

Properties
Molecular weight: 84.10 g/mol
LUMO (spin up / spin down): 3.6 / 3.6 eV
DFT total energy: -7777.399 eV

***

Entry 8:
# C4H6NO

A cluster of 2 separate species, C4H6NO in total in a non-equilibrium geometry (ωB97M-V with the def2-TZVPD basis set, the Open Molecules 2025 dataset).

Structure (ORCA input):
```
! wB97M-V def2-TZVPD RIJCOSX def2/J DEFGRID3
* xyz -1 3
C 0.73011 -2.08992 -1.20664
C -0.13082 -1.88733 -0.40075
C 0.12422 1.17657 0.03545
C -1.27752 -0.55752 0.81060
N -1.24315 0.67821 0.24386
O -2.15643 1.01598 -0.65585
H 1.28360 -2.28010 -2.09866
H 0.56300 0.45091 -0.57670
H 0.22478 2.13969 -0.40454
H 0.47854 1.34271 1.03546
H -0.45658 -0.75136 1.49513
H -2.20964 -0.85170 1.18848
*
```

Properties
Molecular weight: 84.10 g/mol
<S²>: 2.010
LUMO (spin up / spin down): 4.4 / 3.8 eV
DFT total energy: -7775.021 eV

***

Entry 9:
# C4H6NO

A cluster of 2 separate species, C4H6NO in total in a non-equilibrium geometry (ωB97M-V with the def2-TZVPD basis set, the Open Molecules 2025 dataset).

Structure (ORCA input):
```
! wB97M-V def2-TZVPD RIJCOSX def2/J DEFGRID3
* xyz 1 1
C 3.27736 0.85561 0.13866
C -1.48175 1.21067 -1.17825
C 2.08359 0.43932 0.00440
C -1.98069 0.26726 1.04095
N -1.73829 0.88398 -0.12475
O 0.95716 0.15425 -0.11070
H 4.27772 0.48414 0.05523
H 3.19451 1.70033 0.77551
H -1.10114 1.52917 -2.15815
H -2.71667 -0.53199 1.10131
H -1.10449 -0.24485 1.41495
H -2.27546 1.04274 1.67597
*
```

Properties
Molecular weight: 84.10 g/mol
LUMO: -4.5 eV
DFT total energy: -7772.546 eV

***

Entry 10:
# C4H6NO

The ion C4H6NO with charge +1 in a non-equilibrium geometry (ωB97M-V with the def2-TZVPD basis set, the Open Molecules 2025 dataset).

Structure (ORCA input):
```
! wB97M-V def2-TZVPD RIJCOSX def2/J DEFGRID3
* xyz 1 1
C 0.81761 0.48129 -0.99459
C 0.54766 -1.62866 0.58742
C 0.42408 1.74359 -1.05764
C -0.99759 0.06188 0.46178
N 0.16003 -0.49611 -0.02285
O 0.09735 2.82576 -1.00886
H 1.79133 0.24312 -1.46485
H 1.47800 -2.20587 0.22029
H -0.12584 -1.75614 1.37096
H -1.03822 1.13311 0.49270
H -1.22393 -0.28910 1.53696
H -1.93048 -0.11288 -0.12132
*
```

Properties
Molecular weight: 84.10 g/mol
LUMO: -5.6 eV
DFT total energy: -7772.522 eV
SMILES: C=[N+](C)C=C=O

***

Entry 11:
# C4H6NP

An isolated molecule of C4H6NP in a non-equilibrium geometry (ωB97M-V with the def2-TZVPD basis set, the Open Molecules 2025 dataset).

Structure (ORCA input):
```
! wB97M-V def2-TZVPD RIJCOSX def2/J DEFGRID3
* xyz 0 1
C -1.02075 0.51674 0.96602
C -0.36731 -0.66269 1.35559
C 0.63601 -1.01188 -1.30670
C -0.45792 1.38423 0.04316
N -0.34390 1.28084 -1.23923
P 0.79811 -1.28843 0.31114
H -1.74721 1.05467 1.53868
H -0.38056 -1.02838 2.40632
H 1.49145 -1.19123 -1.83692
H -0.42361 0.18497 -1.59738
H -0.03660 2.01550 -1.78118
H 1.85229 -1.25436 1.14051
*
```

Properties
Molecular weight: 99.07 g/mol
LUMO (spin up / spin down): 0.0 / 0.0 eV
DFT total energy: -15017.283 eV

***

Entry 12:
# C4H6NS

The ion C4H6NS with charge +1 in a non-equilibrium geometry (ωB97M-V with the def2-TZVPD basis set, the Open Molecules 2025 dataset).

Structure (ORCA input):
```
! wB97M-V def2-TZVPD RIJCOSX def2/J DEFGRID3
* xyz 1 1
C -0.19965 -0.13835 -0.27645
C -1.02656 -0.25159 -1.41028
C -0.84350 -1.42562 -0.46290
C 1.28766 0.97080 1.57829
N 0.49710 0.61138 0.45010
S 1.32565 2.07544 0.22240
H -1.88613 0.36808 -1.49081
H -0.54271 -0.24008 -2.34546
H -0.10764 -2.07958 -0.80179
H -1.63895 -1.81977 0.13357
H 0.80708 1.29187 2.59494
H 2.32766 0.63741 1.80839
*
```

Properties
Molecular weight: 100.17 g/mol
LUMO: -4.7 eV
DFT total energy: -16559.532 eV
SMILES: C1CC1=[N+]1CS1

***

ΔE to the lowest compared entry with this formula, charge and spin (kcal/mol)
35.78; 192.07; 31.45; 99.01; 39.83; 33.83; 70.02; 69.68; 54.21; 54.77; 135.17; 70.09